# 1
C5H3BaLiO3 | the ωB97M-V functional and the def2-TZVPD basis

ORCA input file:
```
! RIJCOSX wB97M-V def2-TZVPD def2/J DEFGRID3
* xyz 1 2
O -4.01423 -1.74391 0.71540
C -4.12605 -0.54388 1.02003
C -3.10240 0.47373 0.99357
C -3.24432 1.55014 1.91312
H -5.12544 -0.19818 1.35532
H -2.70198 2.48226 1.75220
H -4.04024 1.55052 2.65920
O -1.95575 -0.43682 -0.92155
C -2.04568 0.48690 0.04410
Li -2.47232 -2.44191 -0.01814
C 0.58631 2.17306 0.10621
O 1.32996 1.74005 -0.65810
Ba 2.11597 -0.00218 -2.55976
*
```

Computed properties:
Frontier orbital gap (alpha / beta): 5.211 / 5.746 eV
LUMO (alpha / beta): -3.297 / -3.469 eV
⟨S²⟩: 0.75

Partial charges, Löwdin, in e: number 1, O, carries -0.08; number 2, C, carries -0.21; number 3, C, carries -0.32; number 4, C, carries 0.17; number 5, H, carries 0.14; number 6, H, carries 0.08; number 7, H, carries 0.08; number 8, O, carries -0.29; number 9, C, carries -0.23; number 10, Li, carries 0.77; number 11, C, carries 0.05; number 12, O, carries -0.31; number 13, Ba, carries 1.15

# 2
C5H3Br2NS | the ωB97M-V functional and the def2-TZVPD basis

ORCA input file:
```
! RIJCOSX wB97M-V def2-TZVPD def2/J DEFGRID3
* xyz 0 1
C -0.40369 -2.62987 -0.90610
C -0.39399 -1.71736 -0.11381
C -0.33271 -0.51769 0.64874
C 0.67506 0.46494 0.67963
C 0.26040 1.52571 1.42435
N -1.36669 -0.18144 1.45143
S -1.21706 1.17270 2.26849
Br -0.25770 1.30512 -2.81147
Br 1.00935 3.29053 1.70432
H -0.45480 -3.50118 -1.58137
H 1.68613 0.44384 0.15989
H 0.79569 0.34469 -2.92410
*
```

Computed properties:
SMILES: C#Cc1cc(Br)sn1.Br
Frontier orbital gap: 9.328 eV
LUMO: 0.084 eV

Partial charges, Löwdin, in e: number 1, C, carries 0.13; number 2, C, carries -0.09; number 3, C, carries -0.43; number 4, C, carries -0.19; number 5, C, carries -0.97; number 6, N, carries -0.32; number 7, S, carries 0.97; number 8, Br, carries 0.33; number 9, Br, carries 0.64; number 10, H, carries 0.05; number 11, H, carries 0.14; number 12, H, carries -0.27